The following is a quantum chemistry calculation of C2H3I3O2 as an isolated structure at a distorted geometry, from OMol25.

Output
Net charge   0
Frontier orbital gap   7.62 eV
2S+1   1
Electronic energy   -30517.1154 eV

Structure (XYZ):
```
10
C2H3I3O2 ωB97M-V with the def2-TZVPD basis set
C -0.15379 -0.02734 1.63054
C -0.62146 1.15391 2.06973
O -0.88888 -1.23268 1.56536
O -0.27498 -0.67710 -1.26078
I -1.75505 0.67279 -1.43477
I 0.43774 2.98973 1.92462
I -2.71007 1.29082 2.28574
H 0.86334 -0.05222 1.17662
H -0.42487 -1.84323 1.02428
H 0.31237 -0.54767 -2.09159
```

Löwdin atomic charge list, values in e, 5 entries:
1. C -0.442
2. C -1.276
3. O -0.073
4. O -0.756
5. I 0.851